{"formula": "C42H42F4N9O4S2Sn", "method": "ωB97M-V with the def2-TZVPD basis set", "mol_weight_g_mol": 995.7, "gap_ev": 3.3, "charge": 1, "homo_ha": -0.251, "symbols": ["Sn", "F", "C", "C", "C", "C", "O", "C", "C", "N", "C", "C", "C", "C", "C", "C", "N", "C", "C", "N", "C", "C", "C", "O", "O", "H", "H", "H", "H", "H", "H", "H", "H", "H", "H", "H", "H", "H", "H", "H", "H", "H", "H", "F", "C", "F", "F", "C", "C", "C", "C", "C", "C", "C", "C", "H", "H", "H", "H", "N", "C", "S", "N", "C", "C", "C", "C", "C", "C", "H", "H", "H", "H", "H", "H", "H", "H", "N", "C", "N", "C", "C", "O", "C", "C", "H", "H", "H", "H", "H", "H", "H", "H", "S", "C", "N", "C", "C", "C", "N", "H", "H", "H", "H"], "coordinates": [[-0.248, 1.471, 0.940], [-1.567, -5.192, -0.354], [-1.130, -4.352, -1.368], [-0.918, -3.041, -0.997], [-0.323, -2.146, -1.903], [-0.008, -0.847, -1.477], [-0.348, -0.528, -0.247], [0.698, -0.051, -2.385], [0.889, -0.470, -3.684], [0.541, -1.733, -4.146], [0.582, -2.049, -5.535], [1.636, -3.050, -5.994], [1.782, -1.603, -6.299], [-0.145, -2.600, -3.234], [-0.559, -3.884, -3.591], [-0.912, -4.873, -2.659], [-0.999, -6.227, -2.952], [-1.911, -7.181, -2.330], [-1.136, -8.166, -1.467], [0.022, -8.792, -2.197], [0.863, -7.800, -2.968], [-0.013, -6.874, -3.798], [1.147, 1.279, -1.996], [2.119, 1.851, -2.556], [0.551, 1.886, -0.998], [-1.164, -2.676, -0.003], [1.379, 0.196, -4.400], [-0.361, -2.119, -6.128], [1.312, -3.667, -6.845], [2.311, -3.467, -5.242], [1.549, -1.341, -7.342], [2.570, -1.089, -5.764], [-0.528, -4.196, -4.660], [-2.480, -7.702, -3.124], [-2.668, -6.634, -1.759], [-1.818, -8.963, -1.175], [-0.748, -7.643, -0.580], [-0.367, -9.490, -2.870], [0.627, -9.302, -1.532], [1.544, -8.347, -3.631], [1.460, -7.245, -2.233], [-0.517, -7.395, -4.647], [0.638, -6.104, -4.249], [3.002, -4.001, 8.225], [3.824, -3.712, 7.149], [4.182, -4.934, 6.652], [4.959, -3.154, 7.656], [3.171, -2.844, 6.175], [3.657, -1.557, 5.955], [3.089, -0.780, 4.946], [1.974, -1.190, 4.211], [1.489, -2.468, 4.482], [2.059, -3.271, 5.459], [1.398, -0.348, 3.229], [1.030, 0.363, 2.282], [4.480, -1.149, 6.542], [3.522, 0.215, 4.698], [0.603, -2.822, 3.961], [1.650, -4.258, 5.631], [3.434, 1.946, 0.494], [2.687, 3.044, 0.409], [1.777, 3.476, 1.793], [2.668, 3.661, -0.795], [2.225, 4.964, -1.082], [2.462, 5.399, -2.420], [1.827, 6.509, -2.903], [0.947, 7.252, -2.092], [0.777, 6.873, -0.759], [1.407, 5.744, -0.243], [3.349, 1.398, 1.346], [3.934, 1.547, -0.300], [2.652, 2.979, -1.625], [3.116, 4.800, -3.035], [2.026, 6.848, -3.930], [0.458, 8.151, -2.498], [0.191, 7.491, -0.082], [1.296, 5.477, 0.803], [-1.578, 3.564, 0.697], [-2.552, 4.220, 0.696], [-3.518, 5.118, 0.529], [-3.416, 6.043, -0.607], [-3.588, 7.471, -0.014], [-4.830, 7.595, 0.627], [-4.995, 6.692, 1.702], [-4.757, 5.233, 1.285], [-4.227, 5.826, -1.314], [-2.446, 5.954, -1.103], [-3.584, 8.177, -0.855], [-2.764, 7.766, 0.682], [-6.043, 6.790, 1.989], [-4.357, 6.954, 2.576], [-5.587, 4.929, 0.620], [-4.761, 4.553, 2.152], [-2.727, 0.571, 2.076], [-2.582, 1.405, 3.543], [-1.517, 1.063, 4.349], [-1.001, 1.923, 5.251], [-1.681, 3.090, 5.508], [-2.888, 3.263, 4.809], [-3.342, 2.445, 3.864], [-0.992, 0.259, 4.013], [-0.040, 1.636, 5.676], [-1.404, 3.822, 6.275], [-3.492, 4.146, 5.019]], "lowdin_charge": [0.98, 0.03, -0.15, 0.11, -0.07, -0.24, -0.16, -0.04, 0.10, 0.02, -0.28, -0.11, -0.10, -0.08, 0.05, -0.16, -0.09, -0.12, -0.09, 0.06, -0.08, -0.14, -0.49, 0.01, -0.20, 0.15, 0.15, 0.17, 0.11, 0.11, 0.12, 0.11, 0.13, 0.14, 0.14, 0.14, 0.14, 0.20, 0.19, 0.14, 0.15, 0.15, 0.13, 0.10, -0.53, 0.12, 0.12, -0.15, 0.00, -0.02, -0.28, -0.03, -0.01, -0.14, -0.24, 0.13, 0.13, 0.12, 0.12, 0.11, -0.82, 0.62, 0.05, -0.21, -0.03, -0.11, -0.10, -0.10, -0.06, 0.08, 0.12, 0.09, 0.11, 0.11, 0.10, 0.10, 0.00, 0.06, -0.21, -0.10, -0.09, -0.19, -0.13, -0.19, -0.11, 0.13, 0.13, 0.13, 0.14, 0.13, 0.13, 0.13, 0.13, 0.55, -0.86, 0.06, -0.04, -0.05, -0.11, 0.06, 0.10, 0.14, 0.11, 0.11]}

{"formula": "C42H42IN8OsS3", "method": "ωB97M-V with the def2-TZVPD basis set", "mol_weight_g_mol": 1072.2, "gap_ev": 6.7, "charge": 3, "homo_ha": -0.576, "symbols": ["Os", "N", "S", "N", "S", "N", "S", "N", "C", "C", "C", "C", "C", "C", "C", "C", "C", "C", "C", "C", "C", "C", "C", "C", "C", "C", "C", "C", "C", "C", "C", "C", "C", "C", "C", "C", "C", "C", "C", "C", "C", "C", "C", "C", "H", "H", "H", "H", "H", "H", "H", "H", "H", "H", "H", "H", "H", "H", "H", "H", "H", "H", "H", "H", "H", "H", "H", "H", "H", "H", "H", "H", "H", "H", "C", "N", "C", "N", "C", "N", "C", "N", "C", "C", "H", "H", "H", "H", "H", "H", "H", "H", "H", "H", "H", "H", "I"], "coordinates": [[-0.244, 0.775, 0.882], [1.581, 0.333, 0.686], [2.651, 0.114, -0.375], [3.097, 1.329, -1.336], [2.411, 2.691, -1.632], [1.806, 3.437, -0.401], [0.278, 3.591, -0.014], [-0.628, 2.310, -0.122], [0.406, 4.291, 1.588], [1.530, 4.025, 2.363], [1.548, 4.507, 3.663], [0.464, 5.219, 4.159], [-0.652, 5.463, 3.367], [-0.694, 4.999, 2.064], [-0.491, 4.781, -1.049], [-1.625, 4.447, -1.777], [-2.164, 5.408, -2.620], [-1.576, 6.660, -2.722], [-0.441, 6.976, -1.979], [0.113, 6.034, -1.131], [3.733, 3.704, -2.177], [4.009, 4.895, -1.520], [5.079, 5.654, -1.976], [5.827, 5.224, -3.061], [5.526, 4.028, -3.707], [4.471, 3.250, -3.268], [1.283, 2.578, -2.980], [1.121, 3.696, -3.793], [0.227, 3.615, -4.848], [-0.484, 2.442, -5.072], [-0.307, 1.336, -4.248], [0.590, 1.394, -3.195], [2.258, -1.215, -1.463], [2.942, -1.320, -2.670], [2.675, -2.409, -3.482], [1.760, -3.375, -3.078], [1.104, -3.264, -1.859], [1.354, -2.176, -1.034], [4.159, -0.318, 0.404], [4.067, -1.259, 1.428], [5.236, -1.680, 2.036], [6.459, -1.171, 1.616], [6.528, -0.233, 0.596], [5.370, 0.206, -0.030], [2.370, 3.480, 1.961], [2.413, 4.330, 4.287], [0.493, 5.599, 5.172], [-1.486, 6.029, 3.760], [-1.554, 5.194, 1.436], [-2.068, 3.468, -1.687], [-3.052, 5.177, -3.194], [-2.009, 7.405, -3.375], [-0.001, 7.961, -2.050], [0.983, 6.276, -0.534], [3.424, 5.211, -0.670], [5.327, 6.581, -1.477], [6.656, 5.825, -3.410], [6.115, 3.705, -4.554], [4.226, 2.321, -3.765], [1.691, 4.600, -3.624], [0.098, 4.464, -5.505], [-1.167, 2.382, -5.909], [-0.850, 0.421, -4.444], [0.757, 0.521, -2.575], [3.662, -0.571, -2.970], [3.190, -2.512, -4.427], [1.568, -4.229, -3.713], [0.416, -4.035, -1.541], [0.887, -2.095, -0.065], [3.108, -1.640, 1.752], [5.194, -2.404, 2.838], [7.370, -1.509, 2.093], [7.485, 0.160, 0.283], [5.413, 0.936, -0.823], [-1.758, -0.460, -1.345], [-2.849, -1.205, -1.895], [-2.877, -2.543, -1.294], [-3.049, -2.460, 0.155], [-1.958, -1.741, 0.736], [-1.863, -0.321, 0.168], [-3.227, 0.349, 0.445], [-4.290, -0.416, -0.131], [-4.107, -0.518, -1.578], [-4.305, -1.762, 0.449], [-1.735, 0.553, -1.753], [-0.810, -0.964, -1.550], [-1.943, -3.061, -1.522], [-3.702, -3.110, -1.722], [-1.014, -2.238, 0.510], [-2.077, -1.652, 1.814], [-3.180, 1.347, 0.008], [-3.335, 0.415, 1.527], [-4.094, 0.482, -2.014], [-4.938, -1.075, -2.007], [-5.136, -2.326, 0.028], [-4.442, -1.694, 1.528], [-0.662, 0.712, 3.395]], "lowdin_charge": [0.96, -0.46, 0.86, -0.35, 0.94, -0.36, 0.86, -0.42, -0.36, -0.07, -0.04, -0.02, -0.02, -0.05, -0.35, -0.06, -0.03, -0.02, -0.03, -0.05, -0.34, -0.04, -0.03, -0.01, -0.02, -0.05, -0.32, -0.05, -0.03, -0.01, -0.03, -0.07, -0.34, -0.05, -0.02, -0.01, -0.04, -0.09, -0.32, -0.05, -0.03, -0.02, -0.03, -0.05, 0.11, 0.13, 0.13, 0.13, 0.13, 0.10, 0.13, 0.13, 0.13, 0.12, 0.10, 0.13, 0.13, 0.13, 0.12, 0.13, 0.13, 0.13, 0.12, 0.08, 0.12, 0.13, 0.13, 0.12, 0.08, 0.12, 0.13, 0.13, 0.13, 0.11, -0.19, -0.07, -0.13, -0.07, -0.17, -0.25, -0.16, -0.07, -0.13, -0.12, 0.10, 0.10, 0.12, 0.14, 0.11, 0.10, 0.12, 0.10, 0.14, 0.14, 0.14, 0.14, 0.39]}

For reference, relative energy (zero: lowest compared OMol25 entry of this formula, charge and spin) by record: 0.0000 0.1805 eV.